(1)
{
  "formula": "C29H38Cl5N3RhSbSeSi3",
  "method": "ωB97M-V with the def2-TZVPD basis set",
  "species": ["C", "H", "C", "H", "C", "C", "H", "C", "C", "C", "H", "C", "Cl", "H", "H", "C", "Se", "C", "H", "N", "H", "C", "H", "H", "C", "Cl", "C", "H", "C", "C", "H", "C", "C", "C", "C", "H", "H", "H", "H", "C", "H", "H", "H", "Si", "H", "Rh", "H", "C", "C", "H", "H", "H", "H", "C", "N", "N", "C", "H", "C", "H", "H", "Si", "Sb", "C", "H", "H", "H", "Si", "H", "Cl", "H", "C", "C", "Cl", "H", "H", "H", "C", "Cl", "H", "H"],
  "xyz": [[-2.288497, 0.682553, -1.610634], [2.698636, -5.906681, 1.860089], [-0.495536, -2.762806, 3.134134], [1.104818, 2.356284, 4.736207], [-0.393317, 4.182876, 2.841985], [-1.655936, 1.455533, 3.183486], [2.529035, 4.158551, 2.045347], [-0.945775, 1.758705, -0.036973], [1.145474, -2.938940, 0.012965], [2.261326, -5.085834, 1.309643], [0.429230, 4.802446, 2.484089], [-3.011611, -2.048123, -0.566574], [-1.933352, -3.636664, -2.437162], [1.203392, 0.273340, -4.078251], [3.477360, -2.141743, -1.520633], [1.131253, -2.882564, -3.519160], [-1.600046, -3.284771, 1.763036], [-5.434614, -1.825833, -0.278440], [0.286635, 5.255655, 0.337643], [1.877880, -2.749867, 1.114502], [-2.548078, 1.835023, 2.681623], [-2.807469, 2.921209, -1.065288], [3.357325, 2.738087, -1.640266], [2.303379, 1.326498, -1.609304], [0.956190, -4.224041, -0.504261], [-3.810292, -0.355877, 1.324421], [0.511243, 0.019122, -3.270418], [2.967915, -3.558834, 2.655763], [1.519180, -5.297812, 0.153893], [-4.129028, -1.503197, 0.056580], [2.276450, 2.155706, 3.443120], [2.902087, 3.517499, 1.244743], [-4.563086, -3.323195, -1.947559], [-1.746832, 2.901732, -0.189068], [-5.654805, -2.756231, -1.293755], [0.340320, 0.914496, -2.679337], [-0.434800, -0.271708, -3.732977], [3.451522, 0.847927, 0.468281], [-3.850944, 1.768266, -2.574984], [2.414097, -3.786834, 1.752055], [3.661864, 4.087661, 0.703326], [-1.784808, 1.613210, 4.257143], [1.299850, 0.779104, 3.989435], [1.237837, -1.429948, -2.317866], [0.339841, -4.374357, -1.375488], [-1.294344, -1.370347, 0.262248], [0.124782, -3.135644, -3.846251], [2.317798, 2.411774, -1.555697], [3.110730, -1.284588, -2.092609], [3.481561, 0.247273, 2.147024], [0.047148, 4.605778, -1.291339], [1.578992, 5.349235, -0.854524], [1.785090, 2.789788, -2.430731], [0.301828, 1.823092, 0.786637], [0.193373, -2.457596, 4.008783], [-1.301180, 0.629241, -0.695303], [1.287038, 1.851284, 3.783403], [-3.412952, 3.812928, -1.167026], [0.556896, -1.688088, -0.556054], [-0.493465, 4.369188, 3.914837], [1.367551, -6.301691, -0.222192], [1.537801, 3.069299, 0.022781], [1.048275, -0.275230, 1.161870], [3.166283, 0.032872, 1.127081], [3.614025, -0.896268, 0.792350], [-1.314355, 4.535373, 2.374197], [3.400931, 2.667087, 1.705832], [-0.105761, 2.330997, 2.609583], [1.622769, -3.778826, -3.142893], [-7.258237, -3.192878, -1.732213], [3.461228, -0.382925, -1.595690], [0.767820, 4.717469, -0.479949], [-3.266373, -2.958817, -1.579260], [-4.827448, -4.467000, -3.205964], [-1.499067, 3.784507, 0.378960], [-2.456323, -0.226864, -2.169762], [-1.589002, 0.378421, 3.022242], [-3.061786, 1.794997, -1.837524], [-6.758760, -1.095088, 0.537238], [1.685468, -2.567418, -4.409125], [3.586384, -1.326945, -3.076039]],
  "forces_ev_per_angstrom": [[0.0, 0.1, 0.0], [0.0, 0.0, 0.0], [0.0, 0.0, 0.1], [0.0, 0.0, 0.0], [0.0, 0.0, 0.0], [0.0, 0.0, 0.0], [0.0, 0.0, 0.0], [0.0, 0.0, -0.1], [0.1, -0.3, 0.2], [0.0, 0.0, 0.0], [0.0, 0.0, 0.0], [0.0, 0.0, 0.0], [0.0, 0.0, 0.0], [0.0, 0.0, 0.0], [0.0, 0.0, 0.0], [0.0, 0.1, 0.0], [-0.1, -0.1, -0.3], [-0.1, 0.0, 0.0], [0.0, 0.0, 0.0], [0.0, 0.0, -0.1], [0.0, 0.0, 0.0], [0.0, 0.0, 0.0], [0.0, 0.0, 0.0], [0.0, 0.0, 0.0], [0.1, 0.1, 0.0], [0.1, -0.1, 0.0], [0.0, -0.1, 0.1], [0.0, 0.0, 0.0], [0.0, 0.0, 0.0], [0.0, 0.0, 0.0], [0.0, 0.0, 0.0], [0.0, 0.0, 0.0], [-0.1, 0.0, 0.0], [0.0, 0.0, 0.0], [0.1, 0.0, 0.0], [0.0, 0.0, 0.0], [0.0, 0.0, 0.0], [0.0, 0.0, 0.0], [0.0, 0.0, 0.0], [0.0, 0.0, 0.0], [0.0, 0.0, 0.0], [0.0, 0.0, 0.0], [0.0, 0.0, 0.0], [0.0, 0.1, -0.1], [0.0, 0.0, 0.0], [0.5, 0.5, 0.3], [0.0, 0.0, 0.0], [0.0, 0.0, 0.0], [-0.1, 0.0, 0.0], [0.0, 0.0, 0.0], [0.0, 0.0, 0.0], [0.0, 0.0, 0.0], [0.0, 0.0, 0.0], [0.0, 0.0, 0.0], [0.0, 0.0, 0.1], [-0.3, -0.3, 0.0], [0.0, 0.0, -0.1], [0.0, 0.0, 0.0], [-0.3, 0.1, -0.1], [0.0, 0.0, 0.0], [0.0, 0.0, 0.0], [0.0, 0.0, 0.0], [0.0, -0.1, 0.0], [0.0, 0.0, 0.0], [0.0, 0.0, 0.0], [0.0, 0.0, 0.0], [0.0, 0.0, 0.0], [0.0, 0.0, 0.0], [0.0, 0.0, 0.0], [0.0, 0.0, 0.0], [0.0, 0.0, 0.0], [0.0, 0.0, 0.0], [0.1, 0.0, 0.0], [0.0, 0.0, 0.0], [0.0, 0.0, 0.0], [0.0, 0.0, 0.0], [0.0, 0.0, 0.0], [0.0, 0.0, 0.0], [0.0, 0.0, 0.0], [0.0, 0.0, 0.0], [0.0, 0.0, 0.0]],
  "lowdin_charge": [-0.159, 0.104, -0.822, 0.041, -0.173, -0.189, 0.027, -0.386, -0.497, -0.053, 0.011, -0.413, 0.763, 0.045, 0.040, -0.201, 0.701, -0.702, 0.020, -0.013, 0.014, -0.033, 0.045, -0.020, -0.082, 0.738, -0.176, 0.117, -0.051, -0.696, 0.009, -0.175, -0.699, -0.053, -0.705, -0.005, 0.032, -0.015, 0.112, -0.128, 0.042, 0.046, 0.017, 0.472, 0.053, 0.554, -0.025, -0.168, -0.167, 0.013, 0.031, 0.042, 0.039, -0.550, 0.044, -0.011, -0.189, 0.117, -0.489, 0.039, 0.113, 0.473, 1.460, -0.263, -0.001, 0.029, 0.007, 0.425, 0.028, 0.690, 0.000, -0.173, -0.679, 0.690, 0.083, 0.105, -0.005, -0.042, 0.698, 0.038, 0.039],
  "homo_energy_ev": -7.72,
  "de_lowest_kj_mol": 55.6,
  "total_charge": 0,
  "e_tot_ev": -196299.203
}

---

(2)
{
  "formula": "C4H11N2O2S",
  "method": "ωB97M-V with the def2-TZVPD basis set",
  "species": ["H", "C", "H", "N", "C", "H", "C", "O", "H", "H", "H", "O", "H", "C", "H", "N", "H", "S", "H", "H"],
  "xyz": [[-0.749771, -0.972938, -0.390337], [-0.787590, -0.002200, 0.175152], [-1.931365, 0.813179, -1.546253], [2.356121, -1.235496, 1.099059], [-3.264526, 0.160270, 0.152181], [3.264423, -1.764287, 1.184757], [-1.976897, 0.778224, -0.378596], [1.183496, 1.699979, 0.847477], [4.075345, -0.930831, -0.630322], [-4.246585, 0.571871, -0.245605], [-0.990268, -0.339669, 1.231815], [0.786066, 1.284823, -1.569130], [3.053629, 0.200196, -1.682214], [2.207053, -0.553217, -0.012915], [1.631103, -1.406650, 1.792437], [3.186903, -0.476552, -0.908934], [-3.260961, -0.863118, -0.041872], [0.706829, 0.856999, -0.193788], [-2.094073, 1.852576, -0.032381], [-3.148934, 0.326835, 1.149461]],
  "forces_ev_per_angstrom": [[0.2, 0.8, 0.2], [-1.1, -1.6, -0.2], [0.0, -0.1, 2.1], [1.4, -1.0, -0.4], [-0.7, 1.0, -2.7], [-1.5, 0.6, 0.4], [-1.2, 2.1, -2.3], [-0.5, 0.2, 0.3], [-0.5, 0.7, -1.0], [1.5, -0.2, 0.5], [0.9, 1.0, -0.7], [-0.3, -0.9, 1.1], [0.6, -0.8, 0.6], [-0.7, 1.3, -0.5], [0.3, 0.3, -0.4], [-1.0, 0.1, 1.0], [-0.2, -1.9, -0.2], [2.5, -0.7, -0.5], [1.0, -1.1, -0.4], [-0.6, 0.2, 3.1]],
  "lowdin_charge": [0.135, -0.283, 0.151, 0.174, -0.095, 0.167, -0.295, -0.256, 0.155, 0.125, 0.140, -0.263, 0.146, -0.312, 0.141, 0.178, 0.057, 0.752, 0.141, 0.043],
  "smiles": "CCCS(=O)(=O)C(N)=[NH2+]",
  "homo_energy_ev": -15.39,
  "de_lowest_kj_mol": 21.5,
  "total_charge": 1,
  "e_tot_ev": -22228.524
}